# 1
ORCA calculation (ωB97M-V with the def2-TZVPD basis set) on 2 unconnected molecules or ions with the total composition C2H2BrF in a non-equilibrium geometry.

Structure (XYZ):
```
6
Properties=species:S:1:pos:R:3:lowdin_spin:R:1
C -0.806 -0.593 -0.800 1.298
C 0.756 0.481 0.598 0.370
F 0.602 1.849 0.644 0.064
Br 1.250 -0.203 2.242 0.087
H -0.537 -1.571 -1.024 0.100
H -1.265 0.037 -1.660 0.081
```

As for the HOMO-LUMO gap (spin up / spin down): 7.75 / 9.29 eV. As for the spin multiplicity: 3. The value obtained for the energy above the lowest of the compared OMol25 structures with the same formula, charge and spin is 17.2 kcal/mol. As for the expectation value of S²: 2.096. The calculation puts the LUMO energy (spin up / spin down) at -0.49 / -1.11 eV.

***

# 2
ORCA calculation (ωB97M-V with the def2-TZVPD basis set) on a single C2H3NOS molecule in a non-equilibrium geometry.

Structure (XYZ):
```
8
Properties=species:S:1:pos:R:3:mulliken_charge:R:1
N -0.719 -1.465 1.563 -0.326
C -0.249 -0.626 0.956 0.238
C 0.231 0.489 0.285 -0.124
O -0.765 1.401 -0.094 -0.450
S 1.031 -0.386 -1.400 -0.205
H 1.134 0.993 0.797 0.302
H -1.081 1.156 -0.974 0.391
H 0.419 -1.563 -1.133 0.173
```

As for the HOMO-LUMO gap: 10.28 eV. As for the spin multiplicity: 1. The value obtained for the energy above the lowest of the compared OMol25 structures with the same formula, charge and spin is 30.3 kcal/mol. The calculation puts the LUMO energy at -0.01 eV.

***

# 3
ORCA calculation (ωB97M-V with the def2-TZVPD basis set) on a molecular structure, Cl4H2Si2 in a non-equilibrium geometry.

Structure (XYZ):
```
8
Properties=species:S:1:pos:R:3:mulliken_charge:R:1
Si 0.984 0.584 -0.350 0.531
Si -1.008 -0.265 0.482 0.518
Cl 1.348 -1.755 -1.719 -0.457
Cl 2.550 0.750 0.787 -0.111
Cl -1.634 1.181 1.875 -0.231
Cl -2.402 -0.476 -0.948 -0.176
H 0.943 1.735 -1.127 -0.062
H -0.782 -1.753 0.999 -0.012
```

As for the HOMO-LUMO gap: 9.23 eV. As for the spin multiplicity: 1. The value obtained for the energy above the lowest of the compared OMol25 structures with the same formula, charge and spin is 36.3 kcal/mol. The calculation puts the LUMO energy at -1.08 eV.

***

# 4
ORCA calculation (ωB97M-V with the def2-TZVPD basis set) on 9 unconnected molecules or ions with the total composition C58H47F8IO5 in a non-equilibrium geometry.

Structure (XYZ):
```
119
Properties=species:S:1:pos:R:3:mulliken_charge:R:1
O 0.388 -2.566 -5.321 -0.470
C 0.379 -2.346 -4.168 0.613
O 1.447 -1.935 -3.414 -0.372
C 0.937 -1.077 -2.413 -0.160
O 1.368 0.240 -2.614 -0.345
C 2.193 0.725 -1.615 0.088
O 3.304 0.322 -1.484 -0.526
C 1.590 1.769 -0.759 0.586
C 1.620 1.619 0.624 -0.430
C 1.072 2.610 1.421 -0.665
C 0.526 3.755 0.856 -0.341
C 0.512 3.892 -0.529 -0.862
C 1.025 2.900 -1.345 -0.400
C -0.569 -1.115 -2.670 -0.185
I -1.786 -0.913 -0.989 0.162
O -0.703 -2.396 -3.336 -0.372
H 1.209 -1.433 -1.424 0.676
H 2.068 0.736 1.056 0.463
H 1.067 2.490 2.495 0.465
H 0.111 4.529 1.476 0.524
H 0.095 4.779 -0.983 0.443
H 1.005 2.977 -2.418 0.782
H -0.800 -0.378 -3.436 0.265
F 0.064 5.049 3.651 -0.296
C 0.569 6.114 4.314 0.492
C 1.816 6.004 4.894 -0.415
C 2.331 7.102 5.568 -0.328
C 1.597 8.277 5.657 -0.583
C 0.344 8.358 5.066 -0.311
C -0.180 7.270 4.383 -0.473
H 2.367 5.077 4.815 0.418
H 3.309 7.037 6.025 0.353
H 2.003 9.128 6.187 0.367
H -0.231 9.272 5.137 0.355
H -1.151 7.312 3.910 0.414
F -4.861 2.160 -2.754 -0.331
C -4.642 1.490 -3.908 0.342
C -3.366 1.047 -4.183 -0.353
C -3.141 0.352 -5.363 -0.281
C -4.188 0.120 -6.246 -0.682
C -5.462 0.581 -5.945 -0.388
C -5.700 1.270 -4.764 -0.359
H -2.567 1.245 -3.480 0.539
H -2.149 -0.013 -5.595 0.369
H -4.009 -0.420 -7.165 0.389
H -6.279 0.402 -6.631 0.362
H -6.687 1.628 -4.505 0.421
F -0.211 -0.907 2.014 -0.142
C -0.503 -2.087 2.608 0.258
C -1.091 -2.078 3.855 -0.804
C -1.391 -3.293 4.457 -0.106
C -1.098 -4.487 3.811 -0.679
C -0.503 -4.466 2.558 -0.104
C -0.203 -3.259 1.944 -0.364
H -1.306 -1.137 4.342 0.451
H -1.858 -3.306 5.427 0.380
H -1.337 -5.424 4.288 0.314
H -0.271 -5.392 2.054 0.384
H 0.254 -3.221 0.964 0.444
F 1.226 4.502 -4.041 -0.229
C 2.356 4.884 -4.679 0.406
C 2.292 5.919 -5.589 -0.637
C 3.457 6.305 -6.236 -0.431
C 4.654 5.654 -5.971 -0.435
C 4.689 4.613 -5.054 -0.313
C 3.533 4.222 -4.394 -0.372
H 1.346 6.407 -5.783 0.422
H 3.428 7.118 -6.949 0.367
H 5.560 5.955 -6.479 0.345
H 5.620 4.101 -4.851 0.361
H 3.539 3.417 -3.671 0.518
F -0.943 -7.489 3.303 -0.172
C -0.433 -8.620 2.766 0.635
C -0.540 -9.797 3.477 -0.521
C -0.018 -10.957 2.925 -0.383
C 0.603 -10.924 1.684 -0.588
C 0.699 -9.726 0.990 -0.415
C 0.176 -8.560 1.529 -0.466
H -1.024 -9.798 4.445 0.443
H -0.098 -11.890 3.466 0.356
H 1.010 -11.831 1.258 0.367
H 1.185 -9.696 0.024 0.356
H 0.235 -7.619 0.999 0.383
F -8.328 0.403 -2.260 -0.289
C -8.168 0.659 -0.944 0.406
C -8.993 0.025 -0.036 -0.465
C -8.822 0.292 1.314 -0.338
C -7.844 1.183 1.734 -0.515
C -7.030 1.810 0.800 -0.473
C -7.187 1.547 -0.554 -0.290
H -9.751 -0.662 -0.387 0.418
H -9.455 -0.200 2.040 0.357
H -7.717 1.389 2.789 0.378
H -6.269 2.507 1.123 0.382
H -6.561 2.016 -1.297 0.433
F 7.950 5.949 -5.952 -0.341
C 8.622 4.811 -6.231 0.410
C 8.725 3.844 -5.252 -0.316
C 9.410 2.674 -5.546 -0.372
C 9.982 2.492 -6.797 -0.525
C 9.866 3.483 -7.762 -0.303
C 9.178 4.655 -7.484 -0.509
H 8.278 4.010 -4.282 0.456
H 9.496 1.902 -4.793 0.358
H 10.517 1.579 -7.020 0.376
H 10.313 3.345 -8.738 0.354
H 9.069 5.437 -8.223 0.420
F -1.631 -4.101 7.481 -0.250
C -1.907 -5.279 8.084 0.489
C -2.498 -5.265 9.330 -0.573
C -2.783 -6.476 9.944 -0.344
C -2.469 -7.672 9.312 -0.627
C -1.871 -7.657 8.060 -0.365
C -1.587 -6.453 7.433 -0.225
H -2.729 -4.321 9.805 0.420
H -3.252 -6.484 10.918 0.357
H -2.691 -8.613 9.796 0.376
H -1.621 -8.587 7.568 0.365
H -1.123 -6.420 6.456 0.376
```

As for the HOMO-LUMO gap: 9.52 eV. As for the spin multiplicity: 1. The calculation puts the LUMO energy at 0.35 eV.

***

# 5
ORCA calculation (ωB97M-V with the def2-TZVPD basis set) on 9 unconnected molecules or ions with the total composition C25H76O33P8 in a non-equilibrium geometry.

Structure (XYZ):
```
142
Properties=species:S:1:pos:R:3:mulliken_charge:R:1
C -5.611 -4.478 -4.674 -0.750
O -5.124 -5.541 -3.985 -0.322
P -4.305 -5.284 -2.668 0.996
O -5.131 -4.857 -1.509 -0.718
O -3.542 -6.637 -2.386 -0.277
C -4.173 -7.687 -1.673 -0.653
O -3.204 -4.179 -3.007 -0.137
C -2.288 -4.307 -4.024 -0.707
H -6.691 -4.567 -4.790 0.271
H -5.172 -4.330 -5.661 0.263
H -5.414 -3.553 -4.133 0.380
H -3.400 -8.455 -1.702 0.223
H -5.058 -8.012 -2.218 0.278
H -4.291 -7.305 -0.659 0.301
H -1.334 -4.633 -3.610 0.244
H -2.141 -3.339 -4.503 0.261
H -2.682 -4.961 -4.801 0.348
C 3.495 1.103 7.217 -0.711
O 4.826 0.635 7.486 -0.268
P 5.521 0.928 8.935 1.030
O 4.941 1.963 9.789 -0.695
O 5.462 -0.578 9.594 -0.297
C 5.856 -0.862 10.865 -0.711
O 7.044 1.192 8.513 -0.265
C 7.677 0.065 7.904 -0.539
H 2.910 0.184 7.231 0.273
H 3.246 1.410 6.201 0.263
H 3.160 1.909 7.870 0.322
H 6.184 0.030 11.398 0.340
H 6.682 -1.568 10.774 0.265
H 5.077 -1.362 11.440 0.237
H 7.258 -0.303 6.968 0.268
H 7.576 -0.806 8.551 0.236
H 8.711 0.356 7.718 0.252
C 7.459 3.374 3.105 -0.733
O 7.920 3.689 1.859 -0.298
P 9.499 3.488 1.505 1.043
O 9.971 4.245 0.294 -0.703
O 10.290 4.005 2.847 -0.290
C 11.571 4.442 2.693 -0.757
O 9.768 1.896 1.431 -0.267
C 9.059 1.031 0.525 -0.671
H 7.304 4.180 3.823 0.312
H 8.037 2.683 3.718 0.336
H 6.465 2.935 3.013 0.289
H 12.219 4.057 3.481 0.278
H 11.582 5.527 2.802 0.270
H 12.004 4.349 1.697 0.347
H 9.751 0.277 0.149 0.260
H 8.760 1.583 -0.367 0.336
H 8.184 0.611 1.021 0.249
C 3.098 -0.878 -1.828 -0.780
O 1.785 -1.034 -1.379 -0.235
P 1.214 0.287 -0.580 0.911
O 2.180 0.883 0.410 -0.662
O -0.124 -0.161 0.066 -0.271
C -0.118 -1.105 1.193 -0.628
O 0.756 1.244 -1.806 -0.258
C 1.660 1.942 -2.619 -0.607
H 3.618 0.034 -1.536 0.391
H 3.157 -0.879 -2.917 0.272
H 3.560 -1.807 -1.495 0.245
H -0.932 -1.810 1.026 0.237
H -0.202 -0.483 2.084 0.271
H 0.862 -1.580 1.256 0.310
H 1.543 2.949 -2.217 0.279
H 1.382 1.931 -3.673 0.259
H 2.725 1.709 -2.629 0.266
C -6.325 2.965 -5.762 -0.670
O -6.218 2.241 -4.595 -0.206
P -7.462 1.715 -3.715 0.945
O -8.257 0.703 -4.469 -0.696
O -8.192 3.121 -3.360 -0.300
C -9.659 3.189 -3.289 -0.612
O -6.761 1.203 -2.355 -0.315
C -6.061 2.115 -1.526 -0.577
H -5.326 3.125 -6.169 0.251
H -6.788 3.947 -5.671 0.275
H -6.882 2.390 -6.502 0.305
H -10.085 2.356 -2.730 0.314
H -9.977 3.233 -4.331 0.270
H -9.935 4.127 -2.808 0.234
H -5.119 1.609 -1.313 0.233
H -6.529 2.299 -0.559 0.242
H -5.836 3.003 -2.116 0.306
C -6.783 -2.268 4.004 -0.676
O -6.992 -1.914 5.387 -0.302
P -8.008 -2.882 6.179 1.079
O -9.191 -3.401 5.483 -0.660
O -6.976 -4.105 6.627 -0.342
C -6.085 -3.897 7.725 -0.667
O -8.178 -2.070 7.577 -0.292
C -9.488 -1.807 8.076 -0.705
H -5.873 -2.862 4.095 0.271
H -6.640 -1.405 3.354 0.215
H -7.545 -2.989 3.706 0.336
H -6.253 -3.092 8.439 0.302
H -5.043 -3.969 7.414 0.289
H -6.097 -4.742 8.414 0.278
H -10.357 -1.994 7.445 0.326
H -9.564 -0.732 8.235 0.278
H -9.570 -2.228 9.078 0.271
C 4.852 -5.318 1.915 -0.614
O 4.961 -6.468 1.092 -0.313
P 3.782 -7.631 1.089 0.978
O 3.978 -8.524 2.281 -0.713
O 2.392 -6.776 1.098 -0.173
C 1.351 -7.156 2.046 -0.728
O 3.842 -8.392 -0.367 -0.302
C 3.235 -7.761 -1.468 -0.591
H 5.406 -5.538 2.828 0.295
H 3.898 -5.125 2.406 0.245
H 5.194 -4.417 1.405 0.261
H 1.587 -7.757 2.924 0.343
H 0.574 -7.566 1.400 0.264
H 0.999 -6.278 2.589 0.257
H 3.675 -6.793 -1.706 0.284
H 2.165 -7.692 -1.275 0.237
H 3.258 -8.298 -2.416 0.271
C -0.948 11.022 -8.064 -0.591
O -0.292 9.826 -7.951 -0.278
P -0.874 8.562 -7.080 0.934
O -2.181 8.035 -7.501 -0.626
O 0.401 7.527 -7.240 -0.322
C 0.639 6.797 -8.432 -0.730
O -0.708 8.999 -5.493 -0.254
C -1.731 9.259 -4.651 -0.652
H -1.135 11.084 -9.136 0.257
H -0.307 11.901 -8.006 0.249
H -1.805 11.094 -7.394 0.261
H -0.106 6.902 -9.222 0.308
H 0.674 5.709 -8.367 0.295
H 1.556 7.106 -8.934 0.305
H -2.496 9.755 -5.248 0.265
H -1.502 10.002 -3.887 0.296
H -2.263 8.414 -4.214 0.281
C -0.259 0.427 -8.846 -0.523
O 0.489 0.296 -10.058 -0.496
H -0.971 -0.395 -8.770 0.240
H 0.314 0.400 -7.919 0.230
H -0.986 1.239 -8.839 0.250
H 1.323 0.760 -9.958 0.301
```

As for the HOMO-LUMO gap: 10.30 eV. As for the spin multiplicity: 1. The value obtained for the energy above the lowest of the compared OMol25 structures with the same formula, charge and spin is 173.7 kcal/mol. The calculation puts the LUMO energy at -0.07 eV.